{"formula": "C5H10S3", "method": "ωB97M-V/def2-TZVPD", "homo_lumo_gap_ev": 8.347, "smiles": "S=C(S)S.C=CCC", "charge": 0, "de_lowest_kcal_mol": 66.2, "e_homo_ev": -8.87, "mol_weight_g_mol": 166.3, "species": ["S", "C", "S", "S", "H", "H", "C", "C", "C", "C", "H", "H", "H", "H", "H", "H", "H", "H"], "positions_angstrom": [[-2.201151, -1.891232, -0.027898], [-2.640798, -0.353855, -0.326854], [-3.996385, 0.417533, 0.688519], [-2.259808, 0.615249, -1.661919], [-3.582834, 1.610997, 0.339004], [-1.190678, 0.011460, -2.326493], [-0.942031, 0.712522, 1.421008], [0.218038, 0.629619, 0.832727], [1.081004, -0.568238, 0.601063], [1.360322, -0.671849, -0.920051], [-1.393018, -0.100756, 2.112200], [-1.564354, 1.484154, 1.345498], [0.406414, 1.566191, 0.265645], [2.055538, -0.387458, 0.971056], [0.651567, -1.383785, 1.003821], [1.039016, -1.658053, -1.220606], [0.851349, 0.076856, -1.474873], [2.395417, -0.312326, -1.038502]], "forces_ev_per_a": [[-0.1, 0.3, -0.2], [-1.5, -1.5, 0.9], [1.1, -1.2, -0.9], [0.7, 1.0, -1.5], [-0.1, 1.0, -0.1], [-1.0, 0.0, 1.1], [0.6, -4.6, 3.3], [0.3, 1.2, -1.0], [0.7, 3.8, -2.0], [0.5, 0.2, 1.1], [1.0, 1.1, -1.3], [-1.9, 3.5, -0.2], [0.6, -0.8, 0.1], [0.9, -0.1, 1.2], [-1.3, -2.9, 1.4], [0.7, -0.2, -0.7], [-1.0, 0.5, -0.5], [-0.1, -1.2, -0.5]], "lowdin_charge": [0.6089, -1.6287, 0.6900, 0.7257, -0.1685, -0.0701, -0.1270, -0.2161, -0.2316, -0.0933, 0.0966, -0.0199, 0.1202, 0.0908, 0.0532, 0.0685, 0.0190, 0.0824]}


{"formula": "C5H4O2Pr", "method": "ωB97M-V/def2-TZVPD", "multiplicity": 4, "homo_lumo_gap_ev": [4.748, 6.152], "charge": 2, "e_homo_ev": [-14.05, -15.45], "mol_weight_g_mol": 237.0, "species": ["O", "C", "C", "C", "C", "H", "H", "H", "C", "O", "Pr", "H"], "positions_angstrom": [[-0.211660, 1.214518, 0.659589], [-0.893127, 0.333905, 0.986528], [-1.537249, -0.708679, 1.531528], [-2.817481, -1.107920, 1.081380], [-4.075825, -0.720532, 0.998320], [-0.968599, -1.296420, 2.258840], [-4.452545, 0.123397, 1.593194], [-4.801769, -1.250213, 0.373705], [-4.176865, 1.307912, -2.302211], [-3.551355, 2.235689, -1.717877], [-5.485708, 3.302015, -2.720418], [-3.646560, 0.328739, -2.351766]], "forces_ev_per_a": [[-2.9, -3.1, 1.0], [3.9, 4.2, -1.8], [-3.0, -3.5, -0.6], [0.8, 4.1, 2.3], [0.8, -1.7, -1.0], [-0.1, 0.2, 0.0], [0.4, -0.5, 0.2], [0.2, 0.2, 0.0], [0.7, 0.1, 0.0], [-0.7, -0.5, -0.4], [0.0, 0.3, 0.0], [-0.1, 0.2, 0.3]], "lowdin_charge": [0.3611, 0.0094, 0.0031, 0.1246, 0.1097, 0.1643, 0.1247, 0.1043, -0.3185, -0.2827, 1.5532, 0.0467]}


{"formula": "C5H6N", "method": "ωB97M-V/def2-TZVPD", "homo_lumo_gap_ev": 9.779, "charge": 1, "de_lowest_kcal_mol": 135.2, "e_homo_ev": -15.61, "mol_weight_g_mol": 80.1, "species": ["C", "C", "C", "C", "C", "N", "H", "H", "H", "H", "H", "H"], "positions_angstrom": [[1.368494, -0.390155, -0.707016], [1.285565, 0.756341, 0.579738], [-1.410376, 0.097933, -0.540964], [-1.035808, -0.635215, 0.739005], [0.111597, 0.008143, -0.122206], [2.255366, -0.105856, 0.337290], [1.659341, -0.477114, -1.740013], [1.417052, 1.994259, 1.097336], [-1.646237, -0.304664, -1.502680], [-2.033962, 0.954272, -0.518946], [-0.951093, -0.191308, 1.705933], [-1.019938, -1.706637, 0.672522]], "forces_ev_per_a": [[0.0, 0.1, 1.3], [0.0, 3.2, 1.5], [1.9, 0.5, 1.5], [1.5, -0.5, -2.6], [-1.8, 0.6, 0.1], [-0.8, 0.6, -1.0], [0.3, -0.2, -0.3], [-0.4, -4.1, -1.9], [0.2, -1.5, -0.1], [0.2, 1.4, 0.7], [-1.0, 0.3, 0.4], [-0.2, -0.3, 0.4]], "lowdin_charge": [0.1039, 0.0333, 0.0063, 0.0181, -0.2558, 0.2014, 0.1625, 0.2785, 0.1150, 0.1023, 0.1168, 0.1177]}


{"formula": "C31H32N2O2PPtS2", "method": "ωB97M-V/def2-TZVPD", "multiplicity": 5, "homo_lumo_gap_ev": [7.505, 5.057], "charge": 3, "de_lowest_kcal_mol": 22.2, "e_homo_ev": [-15.72, -16.66], "mol_weight_g_mol": 754.8, "species": ["Pt", "N", "C", "C", "C", "C", "C", "C", "P", "C", "C", "C", "C", "C", "C", "C", "C", "C", "C", "C", "C", "H", "H", "H", "H", "H", "H", "H", "H", "H", "H", "H", "H", "H", "H", "H", "H", "C", "C", "C", "C", "C", "C", "C", "C", "C", "C", "O", "O", "H", "H", "H", "H", "H", "H", "H", "H", "H", "H", "H", "S", "C", "N", "C", "C", "S", "H", "H", "H", "H", "H"], "positions_angstrom": [[-0.193023, 0.137461, -0.056888], [2.305968, 0.170137, 0.096127], [2.918176, 1.477428, 0.066408], [4.299693, 1.619946, 0.065871], [4.865721, 2.884847, 0.087668], [4.061865, 4.017290, 0.103818], [2.684891, 3.882893, 0.087122], [2.113813, 2.611529, 0.057667], [0.315111, 2.421366, -0.037675], [-0.286245, 3.267813, -1.512210], [-0.379376, 4.659915, -1.571764], [-0.797066, 5.269043, -2.742960], [-1.131402, 4.500409, -3.850144], [-1.040347, 3.115094, -3.795130], [-0.619893, 2.498483, -2.629332], [-0.367533, 3.234117, 1.400474], [0.366409, 3.270753, 2.602404], [-0.132853, 3.964306, 3.682148], [-1.378291, 4.590271, 3.591689], [-2.125013, 4.531733, 2.411625], [-1.641887, 3.832329, 1.328914], [2.773324, -0.454672, -0.552497], [2.383657, -0.244630, 1.020864], [4.934738, 0.741951, 0.069194], [5.942421, 2.987070, 0.102350], [4.505393, 5.003309, 0.120632], [2.053723, 4.762230, 0.084896], [-0.130556, 5.264139, -0.708518], [-0.855853, 6.348069, -2.790789], [-1.463530, 4.984847, -4.758503], [-1.294984, 2.527051, -4.666930], [-0.553515, 1.416563, -2.562451], [1.332528, 2.786388, 2.668852], [0.437832, 4.022716, 4.598717], [-1.776529, 5.116580, 4.449388], [-3.082934, 5.029387, 2.347732], [-2.220411, 3.763634, 0.416825], [-8.662303, -1.370556, 0.893357], [-7.211756, -1.288614, 0.662289], [-6.326854, -2.238593, 1.206666], [-4.981194, -2.185670, 0.944903], [-4.049498, -3.217025, 1.485225], [-4.495230, -1.100641, 0.144343], [-5.348652, -0.122173, -0.419564], [-4.801148, 1.002274, -1.248001], [-6.685313, -0.221799, -0.137730], [-3.009664, -0.989162, -0.134324], [-2.573613, -1.781142, -0.998210], [-2.364154, -0.158042, 0.550629], [-8.966228, -2.309196, 1.348282], [-9.224395, -1.193579, -0.027385], [-8.960300, -0.553549, 1.567512], [-6.715478, -3.034768, 1.828484], [-4.536654, -3.816690, 2.249428], [-3.156679, -2.753942, 1.910699], [-3.722086, -3.890133, 0.688465], [-4.142391, 0.633489, -2.035858], [-4.222265, 1.678169, -0.614760], [-5.604978, 1.572453, -1.707083], [-7.370585, 0.526281, -0.518877], [-0.024218, -2.097927, -0.732707], [0.202591, -1.964093, -2.445578], [-0.787952, -1.948065, -3.288874], [-0.466597, -2.019506, -4.712471], [1.047114, -1.805079, -4.845756], [1.759852, -2.003916, -3.168733], [-1.743959, -1.955248, -2.935618], [-1.022069, -1.250891, -5.247523], [-0.775447, -2.991601, -5.098755], [1.303986, -0.805116, -5.186179], [1.511094, -2.533146, -5.505189]], "forces_ev_per_a": [[0.2, 0.2, 0.9], [-0.3, -0.1, 0.1], [0.1, 0.3, 0.0], [0.0, -0.1, 0.0], [0.0, 0.0, 0.0], [-0.1, 0.1, 0.0], [0.1, 0.0, 0.0], [-0.4, -0.3, 0.0], [0.4, 0.7, -0.4], [-0.1, -0.2, 0.0], [0.0, -0.1, 0.1], [0.0, 0.1, 0.0], [0.0, 0.0, 0.0], [0.0, 0.1, 0.0], [0.0, 0.0, 0.1], [0.0, -0.4, -0.3], [0.0, 0.0, 0.1], [0.0, 0.0, 0.0], [0.0, 0.0, 0.0], [0.0, -0.1, -0.1], [-0.1, 0.0, 0.1], [0.0, 0.0, 0.0], [0.1, 0.0, 0.0], [0.0, 0.0, 0.0], [0.0, 0.0, 0.0], [0.0, 0.0, 0.0], [0.0, 0.0, 0.0], [0.0, 0.0, 0.0], [0.0, 0.0, 0.0], [0.0, 0.0, 0.0], [0.0, 0.0, 0.0], [0.0, 0.0, -0.1], [0.0, 0.0, 0.0], [0.0, 0.0, 0.0], [0.0, 0.0, 0.0], [0.0, 0.0, 0.0], [0.0, 0.0, 0.0], [-0.1, 0.0, 0.1], [-0.1, 0.0, 0.0], [0.3, -0.1, 0.0], [-0.3, -0.2, 0.3], [0.1, 0.0, 0.0], [0.2, 0.2, -0.3], [-0.4, 0.1, 0.1], [0.0, 0.0, 0.1], [0.3, 0.2, -0.1], [0.1, -0.4, 0.3], [0.0, 0.0, -0.2], [0.2, -0.1, -0.4], [0.0, 0.0, 0.0], [0.0, 0.0, 0.0], [0.0, 0.0, 0.0], [-0.1, 0.0, 0.0], [0.0, 0.0, 0.0], [0.0, 0.0, 0.0], [0.0, 0.0, 0.0], [0.0, 0.0, 0.0], [0.0, 0.0, 0.0], [0.0, 0.0, 0.0], [0.0, -0.1, 0.0], [-0.2, 0.2, 0.1], [0.1, -0.1, -0.6], [-0.2, 0.1, 0.4], [0.0, -0.1, -0.3], [0.0, 0.1, 0.1], [-0.1, -0.1, 0.2], [0.0, 0.0, 0.0], [0.0, 0.0, 0.0], [0.0, 0.0, 0.1], [0.0, 0.0, 0.0], [0.0, 0.0, 0.0]], "lowdin_charge": [0.7129, 0.0104, -0.3075, -0.0008, -0.0202, -0.0276, -0.0527, -0.3030, 0.9803, -0.3568, -0.0767, -0.0343, -0.0329, -0.0594, -0.1066, -0.3288, -0.0509, -0.0229, 0.0091, -0.0266, -0.0637, 0.0795, 0.1098, 0.1291, 0.1291, 0.1275, 0.1138, 0.1122, 0.1256, 0.1246, 0.1114, 0.0655, 0.1185, 0.1286, 0.1314, 0.1257, 0.1126, 0.0113, -0.1438, 0.0596, -0.1418, 0.0097, 0.0469, -0.1666, 0.0004, 0.0819, -0.6311, -0.0428, -0.0852, 0.1035, 0.1184, 0.1333, 0.1450, 0.1023, 0.1020, 0.1120, 0.0942, 0.0929, 0.0984, 0.1469, 0.8607, -0.9723, 0.0004, -0.1444, -0.3296, 1.0375, 0.1407, 0.1378, 0.1441, 0.0916, 0.0999]}


{"formula": "C4H4F9PSSi", "method": "ωB97M-V/def2-TZVPD", "homo_lumo_gap_ev": 9.006, "smiles": "FC(F)(F)C(F)(F)C(F)(F)C(F)(F)[SiH2][PH2]=S", "charge": 0, "e_homo_ev": -8.93, "mol_weight_g_mol": 314.2, "species": ["F", "C", "F", "F", "C", "F", "F", "C", "F", "F", "C", "F", "F", "Si", "P", "S", "H", "H", "H", "H"], "positions_angstrom": [[3.413909, -1.606871, -0.666045], [2.173444, -1.963995, -0.177267], [1.390069, -2.682767, -1.073419], [2.425846, -2.855011, 0.891867], [1.373532, -0.731921, 0.503260], [0.338627, -1.328707, 1.236882], [2.275727, -0.222070, 1.464303], [0.893794, 0.369658, -0.536100], [2.093968, 0.860222, -1.129888], [0.181508, -0.176413, -1.626362], [0.179834, 1.644852, 0.085671], [0.193897, 2.638296, -0.946255], [0.894262, 2.229345, 1.163659], [-1.641330, 1.456507, 0.639541], [-2.803648, -0.134561, -0.340827], [-3.252247, 0.367952, -2.177095], [-1.627558, 1.147439, 2.090397], [-2.383024, 2.713639, 0.480656], [-2.104675, -1.403236, -0.278680], [-4.015936, -0.322357, 0.395701]], "forces_ev_per_a": [[-2.8, -0.6, 0.4], [0.6, -1.8, 1.2], [1.8, 1.9, 1.4], [-0.4, 1.7, -2.1], [1.0, -1.3, 1.2], [1.1, 1.4, -1.5], [-1.9, -0.5, -2.2], [2.0, 1.1, -1.5], [-1.9, -1.1, 1.3], [0.9, 0.9, 2.8], [0.5, 1.6, -1.0], [0.1, -1.8, 1.5], [-0.8, -1.5, -1.8], [-0.3, 0.4, 1.5], [-0.8, -1.1, -1.6], [0.2, 0.1, 0.0], [0.2, 0.0, -0.1], [0.1, 0.0, -0.3], [-0.4, 0.7, 0.5], [0.8, -0.1, 0.3]], "lowdin_charge": [0.1427, -0.3679, 0.1283, 0.0943, -0.2310, 0.0843, 0.1055, -0.2724, 0.0827, 0.0699, -0.4538, 0.0079, 0.0222, 0.5950, 0.1065, 0.0310, -0.0371, -0.0218, -0.0390, -0.0472]}


{"formula": "C6H13OS", "method": "ωB97M-V/def2-TZVPD", "multiplicity": 3, "homo_lumo_gap_ev": [7.282, 8.059], "charge": 1, "de_lowest_kcal_mol": 39.9, "e_homo_ev": [-10.56, -14.88], "mol_weight_g_mol": 133.2, "species": ["C", "C", "C", "C", "C", "C", "O", "S", "H", "H", "H", "H", "H", "H", "H", "H", "H", "H", "H", "H", "H"], "positions_angstrom": [[-2.447175, 0.211195, -1.248683], [1.870759, -0.524184, 0.255802], [1.656031, 0.488434, -0.918017], [0.994080, -1.755963, 0.081767], [0.560003, 1.458026, -0.770333], [-2.071588, -0.133329, 1.496132], [-0.402565, -1.358296, -0.406043], [-1.220223, 0.057005, -0.185814], [-3.443861, 0.059064, -0.931020], [-2.331688, 0.190361, -2.314496], [2.965881, -0.870708, 0.196935], [1.616877, 0.021043, 1.175992], [2.529341, 1.210419, -0.856376], [1.916133, -0.043272, -1.775985], [1.326599, -2.461310, -0.551165], [0.887149, -2.256660, 1.050112], [0.806259, 2.064596, 0.049260], [-0.015008, 1.878229, -1.607883], [-2.350529, -1.259687, 1.580709], [-3.022623, 0.534678, 1.580919], [-1.251428, 0.112338, 2.225443]], "forces_ev_per_a": [[-0.9, -0.9, -1.5], [0.7, 0.2, -1.1], [2.5, 1.0, 1.7], [-1.5, 3.6, 3.3], [0.7, 0.3, -2.4], [-0.9, -1.4, -0.2], [-0.9, -0.3, -0.3], [1.1, -1.4, 4.0], [-0.9, 0.2, 0.6], [0.6, 0.2, -0.3], [-1.6, 0.6, 0.6], [0.5, -0.5, 0.1], [-0.3, -0.9, 0.1], [-0.6, -0.7, -2.1], [0.9, -2.0, -2.9], [-0.5, 0.2, -0.1], [-0.6, 1.1, 1.1], [0.6, -0.1, 0.4], [0.4, 2.0, 0.0], [2.0, -1.1, -0.2], [-1.0, -0.1, -0.7]], "lowdin_charge": [-0.0996, -0.1619, -0.2790, -0.1039, -0.1414, -0.1603, -0.3475, 1.0338, 0.0540, 0.0724, 0.1573, 0.1148, 0.1425, 0.0955, 0.0881, 0.1307, 0.0603, 0.0741, 0.0984, 0.1050, 0.0667]}


{"formula": "C19H28NO", "method": "ωB97M-V/def2-TZVPD", "homo_lumo_gap_ev": 4.334, "charge": 1, "de_lowest_kcal_mol": 0.0, "e_homo_ev": -9.85, "mol_weight_g_mol": 286.4, "species": ["C", "O", "C", "C", "C", "C", "C", "C", "C", "H", "H", "H", "H", "H", "H", "H", "H", "H", "C", "C", "C", "N", "C", "C", "C", "C", "C", "C", "C", "C", "H", "H", "H", "H", "H", "H", "H", "H", "H", "H", "H", "H", "H", "H", "H", "H", "H", "H", "H"], "positions_angstrom": [[-1.803997, -3.591959, -0.555681], [-0.585885, -3.256282, 0.121346], [-0.545437, -2.261139, 0.971872], [0.299090, -2.362776, 2.114720], [0.254800, -1.348408, 3.106617], [1.169448, -1.376142, 4.153521], [2.115593, -2.408317, 4.247036], [2.086317, -3.467584, 3.323612], [1.183348, -3.468530, 2.271949], [-1.602522, -4.542638, -1.045865], [-2.623220, -3.696427, 0.161995], [-2.044937, -2.820891, -1.293419], [-1.271845, -1.441578, 0.859778], [-0.495365, -0.561606, 3.003890], [1.154226, -0.588631, 4.908543], [2.846079, -2.415618, 5.058367], [2.778990, -4.303009, 3.427313], [1.144233, -4.270540, 1.532122], [-3.472566, 1.840542, -2.350936], [-2.873117, 2.871056, -1.402747], [-1.349471, 2.858319, -1.462650], [-0.795700, 1.527936, -1.266300], [0.539236, 1.405668, -0.930014], [1.008896, 0.289657, -0.282253], [2.367808, 0.187369, 0.304622], [3.258968, 1.436687, 0.104581], [2.906216, 2.230031, -1.156078], [1.424621, 2.611387, -1.170870], [-1.390643, 0.397085, -1.954105], [-2.911459, 0.449347, -2.073687], [-4.558822, 1.819647, -2.230789], [-3.254467, 2.126360, -3.386905], [-3.212828, 3.880006, -1.655705], [-3.196924, 2.670054, -0.375093], [-1.023867, 3.270642, -2.438310], [-0.958095, 3.529125, -0.682162], [0.349797, -0.557559, -0.090001], [2.291831, -0.016850, 1.385163], [2.879988, -0.700099, -0.109606], [3.136822, 2.094459, 0.975373], [4.312819, 1.136939, 0.073045], [3.518405, 3.136798, -1.215754], [3.130201, 1.629937, -2.047332], [1.190361, 3.100173, -2.131564], [1.232545, 3.362631, -0.382506], [-0.952961, 0.299333, -2.970693], [-1.111499, -0.523253, -1.423162], [-3.351356, 0.060232, -1.147391], [-3.193655, -0.241585, -2.873886]], "forces_ev_per_a": [[-0.7, 0.3, -0.7], [0.7, 1.1, 1.6], [-0.5, -1.6, 0.3], [0.2, 0.1, -0.2], [0.3, -0.1, -0.3], [-0.1, 0.1, 0.1], [-0.6, -0.1, -0.4], [0.0, -0.2, -0.2], [0.1, 0.4, -0.1], [-0.1, 0.2, 0.0], [0.3, 0.0, -0.1], [0.0, -0.1, 0.1], [0.2, -0.3, 0.0], [0.4, -0.1, 0.1], [0.0, -0.2, -0.3], [-0.2, 0.0, -0.3], [-0.2, 0.3, 0.0], [0.2, 0.2, 0.3], [0.0, 0.0, 0.0], [0.2, -0.1, 0.1], [0.1, 0.3, -0.5], [-0.8, -0.2, 0.2], [0.6, -1.0, 1.5], [-0.4, 1.6, -0.8], [1.0, -0.4, -0.2], [-0.2, 0.0, 0.1], [0.0, -0.2, 0.1], [0.3, 0.1, 0.1], [0.0, 0.0, -0.6], [0.0, -0.2, 0.2], [0.1, 0.0, -0.2], [0.0, 0.0, 0.1], [0.0, -0.1, 0.0], [0.0, 0.0, -0.1], [-0.2, 0.0, 0.2], [-0.1, -0.3, -0.3], [0.1, 0.3, -0.3], [0.0, 0.0, -0.1], [0.0, 0.2, 0.1], [0.0, 0.0, -0.1], [-0.2, 0.1, 0.1], [-0.1, -0.2, 0.0], [0.0, 0.1, 0.1], [-0.1, -0.3, 0.3], [0.1, -0.2, -0.3], [-0.1, 0.1, 0.2], [-0.1, 0.2, -0.2], [0.0, 0.1, 0.0], [-0.1, 0.0, 0.1]], "lowdin_charge": [0.0194, -0.0320, -0.0009, -0.1812, 0.0113, -0.0372, -0.0028, -0.0314, 0.0332, 0.1130, 0.1143, 0.0995, 0.1628, 0.1361, 0.1232, 0.1276, 0.1229, 0.1337, -0.1988, -0.1799, -0.1776, -0.1091, -0.2264, -0.0528, -0.2053, -0.1868, -0.1935, -0.1357, -0.1715, -0.1887, 0.1130, 0.1192, 0.1173, 0.1168, 0.1271, 0.1249, 0.0477, 0.0953, 0.1114, 0.1133, 0.1105, 0.1143, 0.1212, 0.1219, 0.1277, 0.1374, 0.0773, 0.1062, 0.1120]}